[1]
DFT (ωB97M-V with the def2-TZVPD basis set) results for a 2-piece molecular cluster, C5H11NO4 overall.

```
21
Properties=species:S:1:pos:R:3:nbo_charge:R:1
C -2.0058 -1.2383 -0.5993 -0.415
N -0.8390 -0.8744 0.1769 -0.676
C 0.4641 -1.4290 -0.1810 0.715
C 1.4329 -1.5616 0.9640 -0.711
O 0.6200 -2.0143 -1.2395 -0.604
H -1.7555 -1.2885 -1.6589 0.229
H -2.3657 -2.2070 -0.2489 0.187
H -2.7788 -0.4811 -0.4612 0.197
H -0.9475 -0.6094 1.1498 0.401
H 1.1625 -0.9113 1.7978 0.219
H 1.4806 -2.5971 1.3101 0.241
H 2.4236 -1.2863 0.5955 0.236
C 1.5850 1.6619 -0.8539 -0.265
O 0.6838 1.1517 0.1226 -0.551
C -0.6740 1.6945 0.1411 1.006
O -0.9584 2.6678 -0.5359 -0.609
O -1.2386 1.5765 1.3696 -0.704
H 2.4976 1.9751 -0.3404 0.191
H 1.1841 2.5147 -1.4099 0.212
H 1.8081 0.8777 -1.5841 0.191
H -1.7790 2.3783 1.4857 0.513
```

## Properties
Frontier orbital gap, eV: 9.54
F_max, eV/Å: 5.7
Energy, eV: -15042.6791
Energy above the lowest of the compared OMol25 structures with the same formula, charge and spin, kcal per mole: 44.3
Total charge: 0
SMILES: CNC(C)=O.COC(=O)O
HOMO level, eV: -9.2

---

[2]
DFT (ωB97M-V with the def2-TZVPD basis set) results for C3H11B2ClFHfO3 as an isolated structure.

```
22
Properties=species:S:1:pos:R:3:nbo_charge:R:1
Hf 2.3991 -1.7023 0.0795 2.349
B 0.8374 -3.4825 -0.5282 -0.792
H 1.6551 -3.9242 0.1388 0.022
H -0.0044 -4.2515 -0.6505 0.168
H 0.3701 -2.5668 -0.0349 0.060
H 1.2754 -3.1100 -1.5196 0.060
B 3.6609 0.2517 -0.6402 -0.668
H 2.7037 0.4939 -0.0675 0.044
H 4.3498 1.1506 -0.8093 0.146
H 4.1961 -0.4655 0.0687 -0.030
H 3.3399 -0.3495 -1.5599 0.036
Cl 0.4128 -0.3569 1.2757 -0.394
C -1.8632 2.0141 -0.2755 -0.132
C -2.1855 2.3370 1.1802 0.437
O -3.3069 1.5730 1.4829 -0.484
C -3.7160 0.8683 0.3653 0.969
O -4.6017 0.0980 0.3559 -0.527
O -2.8343 1.0568 -0.6471 -0.486
F -2.3882 3.6984 1.2646 -0.339
H -0.8710 1.6210 -0.4946 0.188
H -2.0557 2.9102 -0.8719 0.221
H -1.3734 2.1364 1.8873 0.154
```

## Properties
Frontier orbital gap, eV: 5.28
F_max, eV/Å: 5.0
Energy, eV: -27319.3560
Energy above the lowest of the compared OMol25 structures with the same formula, charge and spin, kcal per mole: 0.0
Total charge: +1
HOMO level, eV: -13.7

---

[3]
DFT (ωB97M-V with the def2-TZVPD basis set) results for one molecule with the formula C10H16S.

```
27
Properties=species:S:1:pos:R:3:nbo_charge:R:1
C -1.0014 -1.2090 0.9900 -0.166
C -1.3627 -0.2031 0.2272 0.060
C 0.6658 -2.1234 -0.6772 -0.433
C 0.3801 -0.8596 -1.4918 -0.421
C 0.4653 -1.5860 0.7609 -0.232
C -0.0607 0.2675 -0.5063 -0.051
C 1.1404 0.1317 0.5577 -0.101
C -2.6610 0.4889 0.2118 -0.670
C -0.1626 1.6562 -1.1826 -0.629
C 1.0917 1.0598 1.7357 -0.669
S 2.9230 0.3534 0.1426 -0.036
H -1.6689 -1.6659 1.5855 0.182
H -0.1161 -2.8616 -0.8809 0.217
H 1.7258 -2.4802 -0.8526 0.228
H 1.2789 -0.3825 -1.8758 0.212
H -0.4806 -0.9674 -2.1213 0.212
H 1.0951 -2.0263 1.5657 0.229
H -3.3199 -0.0307 -0.4068 0.226
H -2.4730 1.5415 0.0225 0.227
H -3.1288 0.4129 1.2358 0.204
H 0.8994 1.8249 -1.6175 0.210
H -0.4483 2.3365 -0.3926 0.213
H -0.8999 1.5389 -1.9358 0.215
H 1.2676 2.0192 1.3795 0.216
H 1.8206 0.9547 2.5721 0.230
H 0.0044 1.0790 2.1109 0.204
H 3.0259 0.7308 -1.1566 0.123
```

## Properties
Frontier orbital gap (spin up / spin down), eV: 5.52 / 6.72
Spin multiplicity: 3
F_max, eV/Å: 10.5
Energy, eV: -21457.8242
⟨S²⟩: 2.01
Energy above the lowest of the compared OMol25 structures with the same formula, charge and spin, kcal per mole: 51.6
Total charge: 0
HOMO level (spin up / spin down), eV: -4.8 / -8.7

---

[4]
DFT (ωB97M-V with the def2-TZVPD basis set) results for C56H78N2O38S as an isolated structure.

```
175
Properties=species:S:1:pos:R:3:mulliken_charge:R:1
C 2.7940 -2.2271 -1.4213 -0.891
C 2.0391 -3.4426 -0.8651 -0.320
C 0.5181 -3.1059 -0.8429 -0.156
C -0.1147 -3.4567 -2.1932 -0.901
C -1.2207 -2.4561 -2.6382 -0.010
C -1.0043 -1.9884 -4.0767 -1.473
C -1.8768 -0.8003 -4.5771 -0.736
C -2.9605 -0.3455 -3.6140 1.177
C -4.0557 -1.1631 -3.5009 -0.493
C -5.1235 -0.8421 -2.6191 0.519
N -6.2300 -1.5483 -2.3956 -0.832
S -7.0556 -0.6632 -1.3042 0.058
N -6.0620 0.5659 -1.0977 -0.342
C -4.9981 0.3745 -1.8876 1.028
C -3.8679 1.2349 -1.9897 -0.618
C -3.9037 2.4477 -1.1054 -0.879
C -3.3270 2.1331 0.3164 -1.459
C -2.8455 0.8841 -2.8441 0.830
C -1.6334 1.7807 -2.9703 -0.673
C -0.2820 1.1379 -2.6055 0.567
C 0.0670 1.3482 -1.1220 -0.388
C 1.5351 1.5927 -0.8862 -0.863
O 1.9540 2.8229 -1.5166 -0.278
C 3.2922 2.8623 -1.6769 0.034
O 3.8760 2.2280 -2.4939 -0.433
H 3.7010 -2.4944 -1.9540 0.456
H 3.0049 -1.5580 -0.5888 0.252
H 2.1130 -1.6733 -2.0662 -0.060
H 2.3158 -3.6456 0.1665 0.160
H 2.1479 -4.3035 -1.5216 0.112
H 0.4619 -2.0384 -0.6215 -0.188
H 0.0213 -3.5968 -0.0156 0.542
H -0.6252 -4.4039 -2.0546 0.135
H 0.6212 -3.6068 -2.9755 0.626
H -1.2561 -1.6444 -1.9114 0.394
H -2.1756 -2.9785 -2.5821 0.472
H -1.2647 -2.8370 -4.7139 0.438
H 0.0508 -1.7982 -4.2686 0.445
H -2.4082 -1.1375 -5.4643 1.129
H -1.2602 0.0529 -4.8488 -1.115
H -4.0972 -2.0839 -4.0682 0.514
H -3.3993 3.3097 -1.5242 0.684
H -4.9366 2.7199 -0.9629 0.436
H -2.9923 1.1001 0.3299 0.239
H -2.5145 2.8068 0.5708 0.287
H -4.1076 2.2962 1.0557 0.376
H -1.7774 2.6195 -2.3036 0.402
H -1.5905 2.1561 -3.9911 -0.538
H -0.2416 0.0834 -2.8376 -0.681
H 0.4750 1.6290 -3.2147 0.659
H -0.5055 2.1715 -0.6962 -0.042
H -0.1902 0.4392 -0.5755 0.254
H 1.7047 1.6851 0.1891 0.473
H 2.1063 0.7467 -1.2581 0.365
H 3.8621 3.5278 -1.0153 0.424
C 2.9608 -3.7923 4.0233 -0.385
C 2.2010 -2.9046 4.9785 0.355
O 1.3419 -2.1653 4.0844 -0.318
C 1.1895 -2.8870 2.9619 0.594
O 0.4098 -2.6439 2.0891 -0.499
O 2.0340 -3.9449 2.9364 -0.332
H 3.2152 -4.7585 4.4517 0.287
H 3.8691 -3.3205 3.6418 0.362
H 1.5833 -3.4686 5.6667 0.147
H 2.8461 -2.2298 5.5503 -0.066
C 6.0997 0.4704 6.8623 -0.284
C 5.2391 1.7008 7.0393 0.052
O 3.9378 1.2207 6.6795 -0.293
C 3.9220 -0.1165 6.8649 0.584
O 2.9425 -0.7951 6.8167 -0.614
O 5.1651 -0.5884 7.1106 -0.330
H 6.9305 0.4242 7.5604 0.302
H 6.4852 0.3713 5.8462 0.255
H 5.2111 2.0475 8.0739 0.270
H 5.5396 2.5212 6.3979 -0.011
C -0.9522 3.7135 -8.1425 -0.290
C -2.2328 3.4249 -7.4136 0.182
O -1.9451 2.1785 -6.7640 -0.252
C -0.5988 2.0862 -6.6299 0.622
O -0.0511 1.2534 -5.9772 -0.528
O 0.0315 3.0604 -7.3267 -0.378
H -0.7417 4.7762 -8.2225 0.320
H -0.9296 3.2714 -9.1395 0.255
H -2.4621 4.1732 -6.6526 0.208
H -3.0826 3.3274 -8.0802 -0.208
C -7.0269 0.7933 2.4282 0.027
C -5.9473 -0.0187 3.1115 -0.419
O -5.3242 0.9591 3.9570 -0.196
C -6.2238 1.9484 4.1883 0.623
O -6.0673 2.8219 4.9816 -0.528
O -7.3090 1.8085 3.4004 -0.388
H -7.9215 0.2171 2.2060 0.316
H -6.6779 1.2726 1.5118 -0.041
H -6.3549 -0.8147 3.7367 0.314
H -5.2279 -0.4454 2.4173 0.322
C -5.9770 2.3639 -11.4007 -0.331
C -6.4229 2.8565 -10.0405 -0.304
O -5.2202 3.4275 -9.5162 -0.306
C -4.4236 3.7634 -10.5600 0.668
O -3.4291 4.4086 -10.4639 -0.517
O -4.9119 3.2659 -11.7184 -0.328
H -6.7604 2.4152 -12.1521 0.296
H -5.5793 1.3482 -11.3688 0.259
H -7.1830 3.6365 -10.1054 0.257
H -6.7845 2.0611 -9.3943 0.296
C -7.2037 6.3790 -2.3309 -0.382
C -6.6184 5.5457 -1.2114 -0.396
O -6.0115 4.4617 -1.9215 -0.172
C -5.7460 4.8833 -3.1841 0.502
O -5.0929 4.2802 -3.9719 -0.468
O -6.3252 6.0863 -3.4206 -0.355
H -7.2055 7.4441 -2.1147 0.304
H -8.2147 6.0677 -2.5998 0.258
H -5.8458 6.0773 -0.6528 0.276
H -7.3687 5.1770 -0.5165 0.347
C -2.5647 -6.2180 -5.8249 -0.416
C -3.1351 -6.0238 -4.4360 -0.030
O -1.9789 -6.1819 -3.6078 -0.331
C -0.8857 -5.9004 -4.3552 0.796
O 0.2115 -5.7691 -3.9168 -0.577
O -1.2128 -5.7786 -5.6631 -0.348
H -3.0724 -5.6264 -6.5821 0.314
H -2.5599 -7.2648 -6.1336 0.306
H -3.5414 -5.0216 -4.2852 -0.006
H -3.8949 -6.7573 -4.1793 0.345
C 8.2868 5.4533 4.3443 -0.377
C 7.1120 5.1627 5.2534 -0.361
O 7.4272 3.8523 5.7461 -0.208
C 8.7680 3.6811 5.6511 0.632
O 9.3632 2.7695 6.1329 -0.554
O 9.3340 4.6809 4.9441 -0.342
H 8.5542 6.5058 4.3150 0.313
H 8.1278 5.0965 3.3256 0.268
H 7.0539 5.8506 6.0979 0.292
H 6.1585 5.1592 4.7317 0.322
C -0.4607 -5.5793 4.0068 -0.201
C -1.4574 -6.5230 4.6440 -0.418
O -0.6635 -7.1922 5.6283 -0.357
C 0.3849 -6.3935 5.9388 0.488
O 1.1393 -6.5805 6.8361 -0.520
O 0.4606 -5.3431 5.0807 -0.155
H -0.9084 -4.6469 3.6707 0.269
H 0.0787 -6.0330 3.1747 0.232
H -2.2706 -5.9967 5.1472 0.268
H -1.8775 -7.2368 3.9402 0.325
C -2.2674 2.1722 5.7760 -0.282
C -3.3621 1.2750 6.3053 0.082
O -2.8476 0.8894 7.5876 -0.357
C -1.9654 1.8365 7.9879 0.598
O -1.4921 1.9037 9.0756 -0.535
O -1.6986 2.7021 6.9774 -0.358
H -2.6447 2.9715 5.1429 0.277
H -1.4966 1.6202 5.2341 0.246
H -4.3030 1.8063 6.4448 0.106
H -3.5346 0.4045 5.6814 0.212
C 12.2363 4.1193 9.1070 -0.353
C 11.6971 4.7320 7.8340 0.237
O 11.3555 6.0578 8.2531 -0.304
C 12.1031 6.3605 9.3451 0.646
O 12.1781 7.4401 9.8326 -0.525
O 12.7518 5.2596 9.8011 -0.324
H 13.0210 3.3887 8.9299 0.306
H 11.4542 3.6608 9.7148 0.282
H 12.4515 4.7939 7.0476 0.247
H 10.8266 4.2113 7.4480 -0.219
C 3.4955 -7.2719 -3.0152 -0.083
C 2.3599 -8.0294 -3.6635 0.078
O 3.0338 -9.1502 -4.2502 -0.365
C 4.1911 -9.3473 -3.5724 0.576
O 4.8972 -10.2941 -3.7016 -0.522
O 4.4329 -8.3157 -2.7255 -0.360
H 3.1998 -6.7557 -2.1056 0.132
H 3.9620 -6.5561 -3.6943 0.265
H 1.6337 -8.3964 -2.9358 0.189
H 1.8427 -7.4480 -4.4186 0.082
```

## Properties
Frontier orbital gap, eV: 8.03
F_max, eV/Å: 1.4
Energy, eV: -150957.8696
Total charge: 0
HOMO level, eV: -8.5

---

[5]
DFT (ωB97M-V with the def2-TZVPD basis set) results for one molecule with the formula C3H6P2.

```
11
Properties=species:S:1:pos:R:3:nbo_charge:R:1
P 1.3052 -0.8891 1.0889 0.313
C 0.0341 -0.0473 -0.0028 -0.541
P -1.5781 -0.9999 0.5080 0.272
C 0.0581 1.4194 0.1746 -0.178
C 0.4580 1.0009 -1.0000 -0.188
H 2.3410 -0.3102 0.5314 -0.054
H 1.3354 -1.9990 0.2635 -0.035
H -1.8378 -1.7251 -0.6484 -0.020
H -2.4992 -0.0232 0.1799 -0.030
H -0.1476 2.1411 0.8860 0.226
H 0.5308 1.4323 -1.9812 0.237
```

## Properties
Frontier orbital gap, eV: 9.71
F_max, eV/Å: 2.9
Energy, eV: -21781.2139
Energy above the lowest of the compared OMol25 structures with the same formula, charge and spin, kcal per mole: 74.3
Total charge: 0
SMILES: PC1(P)C=C1
HOMO level, eV: -8.6

---

[6]
DFT (ωB97M-V with the def2-TZVPD basis set) results for C4H7N3 as an isolated structure.

```
14
Properties=species:S:1:pos:R:3:nbo_charge:R:1
C 0.6683 0.4684 1.5197 0.164
C 1.2512 -0.6398 -2.0223 -0.512
C 1.3849 0.0434 -0.9632 -0.111
C -0.0950 0.5307 0.2843 -0.024
N 1.3248 0.1708 2.3934 -0.317
N -2.1288 -0.0713 1.2362 -0.618
N -1.1830 -0.3346 0.2118 -0.522
H 2.0317 -0.7317 -2.7681 0.216
H 0.3014 -0.8406 -2.5370 0.211
H 2.2477 0.4755 -0.5180 0.201
H -0.3663 1.5186 -0.1516 0.217
H -1.6565 -0.0465 2.2519 0.355
H -2.6702 0.7656 0.9792 0.364
H -1.1101 -1.3087 0.0836 0.377
```

## Properties
Frontier orbital gap (spin up / spin down), eV: 6.31 / 6.64
Spin multiplicity: 3
F_max, eV/Å: 6.9
Energy, eV: -8722.4247
⟨S²⟩: 2.02
Energy above the lowest of the compared OMol25 structures with the same formula, charge and spin, kcal per mole: 107.1
Total charge: 0
HOMO level (spin up / spin down), eV: -5.3 / -9.9

---

Repeat the third record exactly.
DFT (ωB97M-V with the def2-TZVPD basis set) results for one molecule with the formula C10H16S.

```
27
Properties=species:S:1:pos:R:3:nbo_charge:R:1
C -1.0014 -1.2090 0.9900 -0.166
C -1.3627 -0.2031 0.2272 0.060
C 0.6658 -2.1234 -0.6772 -0.433
C 0.3801 -0.8596 -1.4918 -0.421
C 0.4653 -1.5860 0.7609 -0.232
C -0.0607 0.2675 -0.5063 -0.051
C 1.1404 0.1317 0.5577 -0.101
C -2.6610 0.4889 0.2118 -0.670
C -0.1626 1.6562 -1.1826 -0.629
C 1.0917 1.0598 1.7357 -0.669
S 2.9230 0.3534 0.1426 -0.036
H -1.6689 -1.6659 1.5855 0.182
H -0.1161 -2.8616 -0.8809 0.217
H 1.7258 -2.4802 -0.8526 0.228
H 1.2789 -0.3825 -1.8758 0.212
H -0.4806 -0.9674 -2.1213 0.212
H 1.0951 -2.0263 1.5657 0.229
H -3.3199 -0.0307 -0.4068 0.226
H -2.4730 1.5415 0.0225 0.227
H -3.1288 0.4129 1.2358 0.204
H 0.8994 1.8249 -1.6175 0.210
H -0.4483 2.3365 -0.3926 0.213
H -0.8999 1.5389 -1.9358 0.215
H 1.2676 2.0192 1.3795 0.216
H 1.8206 0.9547 2.5721 0.230
H 0.0044 1.0790 2.1109 0.204
H 3.0259 0.7308 -1.1566 0.123
```

## Properties
Frontier orbital gap (spin up / spin down), eV: 5.52 / 6.72
Spin multiplicity: 3
F_max, eV/Å: 10.5
Energy, eV: -21457.8242
⟨S²⟩: 2.01
Energy above the lowest of the compared OMol25 structures with the same formula, charge and spin, kcal per mole: 51.6
Total charge: 0
HOMO level (spin up / spin down), eV: -4.8 / -8.7

---

Copy entry 1 word for word.
DFT (ωB97M-V with the def2-TZVPD basis set) results for a 2-piece molecular cluster, C5H11NO4 overall.

```
21
Properties=species:S:1:pos:R:3:nbo_charge:R:1
C -2.0058 -1.2383 -0.5993 -0.415
N -0.8390 -0.8744 0.1769 -0.676
C 0.4641 -1.4290 -0.1810 0.715
C 1.4329 -1.5616 0.9640 -0.711
O 0.6200 -2.0143 -1.2395 -0.604
H -1.7555 -1.2885 -1.6589 0.229
H -2.3657 -2.2070 -0.2489 0.187
H -2.7788 -0.4811 -0.4612 0.197
H -0.9475 -0.6094 1.1498 0.401
H 1.1625 -0.9113 1.7978 0.219
H 1.4806 -2.5971 1.3101 0.241
H 2.4236 -1.2863 0.5955 0.236
C 1.5850 1.6619 -0.8539 -0.265
O 0.6838 1.1517 0.1226 -0.551
C -0.6740 1.6945 0.1411 1.006
O -0.9584 2.6678 -0.5359 -0.609
O -1.2386 1.5765 1.3696 -0.704
H 2.4976 1.9751 -0.3404 0.191
H 1.1841 2.5147 -1.4099 0.212
H 1.8081 0.8777 -1.5841 0.191
H -1.7790 2.3783 1.4857 0.513
```

## Properties
Frontier orbital gap, eV: 9.54
F_max, eV/Å: 5.7
Energy, eV: -15042.6791
Energy above the lowest of the compared OMol25 structures with the same formula, charge and spin, kcal per mole: 44.3
Total charge: 0
SMILES: CNC(C)=O.COC(=O)O
HOMO level, eV: -9.2